w:
This record from OMol25 describes CH2O4S2 as an isolated structure. The level of theory is ωB97M-V with the def2-TZVPD basis set.

The geometry in ORCA input format:
```
! wB97M-V def2-TZVPD RIJCOSX def2/J DEFGRID3
* xyz 0 1
C 0.0923 -2.1037 0.3316
O 0.3993 2.9977 -0.0232
O -0.4699 0.7376 -1.1513
O -0.6794 0.8020 1.0317
O 1.5357 0.2521 0.2847
S -0.7759 2.2076 -0.1197
S 0.2172 -0.2657 0.1236
H -0.9673 -2.2491 0.0642
H 0.6481 -2.3785 -0.5415
*
```

Atom charges from the Mulliken analysis, given in e for atoms 1 to 4:
1 C -0.703
2 O -0.327
3 O -0.430
4 O -0.403

---

x:
This record from OMol25 describes CH2O4S2 as an isolated structure. The level of theory is ωB97M-V with the def2-TZVPD basis set.

The geometry in ORCA input format:
```
! wB97M-V def2-TZVPD RIJCOSX def2/J DEFGRID3
* xyz 0 1
C -1.0285 -1.1764 -0.1483
O 0.5616 1.5668 -1.7101
O 0.6324 1.9699 1.3712
O -0.6806 -1.1578 1.2990
O 1.4154 -0.1504 0.5139
S 0.1053 0.9988 0.4458
S 0.7793 -1.5725 0.4695
H -1.4691 -2.1388 -0.0245
H -0.3159 1.6604 -2.2165
*
```

Atom charges from the Mulliken analysis, given in e for atoms 1 to 4:
1 C -0.321
2 O -0.678
3 O -0.415
4 O -0.291

---

Referenced to the most stable arrangement, the calculated values in kcal/mol are w 0.0; x 60.7.

---

w:
This record from OMol25 describes one molecule with the formula C6H4S. The level of theory is ωB97M-V with the def2-TZVPD basis set.

Output
SMILES = C#C[C@H]1S[C@@H]1C#C

The geometry in ORCA input format:
```
! wB97M-V def2-TZVPD RIJCOSX def2/J DEFGRID3
* xyz 0 1
C -2.9661 -0.3287 0.1215
C -1.7551 -0.2543 -0.3146
C -0.3999 -0.0133 -0.4835
S -0.2707 1.9027 -0.2445
C 0.4901 0.6690 0.5656
C 1.8222 0.2757 0.2647
C 2.7482 -0.3933 -0.2907
H -4.0270 -0.6934 0.2933
H 0.3596 -0.6131 -1.1615
H 0.1895 0.4121 1.6453
H 3.8092 -0.9635 -0.3956
*
```

Atom charges from the Mulliken analysis, given in e for atoms 1 to 4:
1 C -0.234
2 C -0.362
3 C -0.220
4 S -0.142

---

x:
This record from OMol25 describes one molecule with the formula C6H4S. The level of theory is ωB97M-V with the def2-TZVPD basis set.

Output
SMILES = C#CC(C#C)C=S

The geometry in ORCA input format:
```
! wB97M-V def2-TZVPD RIJCOSX def2/J DEFGRID3
* xyz 0 1
C -1.9727 1.4547 0.4816
C -1.1926 0.4737 0.4062
C 0.0971 -0.1624 0.4984
C 0.1485 -1.2577 -0.4878
C 0.1822 -2.3132 -1.1617
C 1.2594 0.9111 0.2661
S 2.6425 0.3116 -0.3717
H -2.4565 2.5543 0.1945
H 0.1748 -0.9438 1.3039
H -0.0626 -2.9995 -1.9504
H 1.1798 1.9713 0.8210
*
```

Atom charges from the Mulliken analysis, given in e for atoms 1 to 4:
1 C -0.184
2 C -0.421
3 C 0.709
4 C -0.743

---

Referenced to the most stable arrangement, the calculated values in kcal/mol are w 2.1; x 0.0.

---

w:
This record from OMol25 describes one molecule with the formula C3H7O2P. The level of theory is ωB97M-V with the def2-TZVPD basis set.

Output
SMILES = C=C[C@H](O)PO

The geometry in ORCA input format:
```
! wB97M-V def2-TZVPD RIJCOSX def2/J DEFGRID3
* xyz 0 1
C 0.8012 -1.1438 -0.9836
C 1.0527 -0.2153 -0.0266
C -0.0730 -0.0231 1.1085
O -0.7525 -1.1264 1.5763
P -1.0369 1.5047 0.3938
O -1.3639 1.0689 -1.1174
H 1.1534 -0.9303 -1.9878
H 0.2329 -2.0100 -0.7983
H 1.6490 0.6666 -0.0227
H 0.3893 0.5507 1.9703
H -1.6024 -1.0762 1.0877
H 0.1852 2.2504 0.2883
H -0.6348 0.4838 -1.4885
*
```

Atom charges from the Mulliken analysis, given in e for atoms 1 to 4:
1 C -0.835
2 C -0.446
3 C -0.095
4 O -0.486

---

x:
This record from OMol25 describes one molecule with the formula C3H7O2P. The level of theory is ωB97M-V with the def2-TZVPD basis set.

The geometry in ORCA input format:
```
! wB97M-V def2-TZVPD RIJCOSX def2/J DEFGRID3
* xyz 0 1
C 0.9599 0.6897 -0.2376
C 1.0459 1.0988 1.1738
C 1.4258 -0.6970 -0.7273
O -0.3805 0.6305 0.5604
O -2.5023 -0.7646 0.2535
P -2.1995 0.7554 -0.1849
H 1.0705 1.4297 -1.0765
H 1.4040 0.1919 1.7913
H 1.4610 -0.6334 -1.7895
H 0.9406 -1.5273 -0.2724
H 2.3879 -0.7841 -0.2898
H -2.5920 -1.6491 -0.1279
H -3.0212 1.2595 0.9269
*
```

Atom charges from the Mulliken analysis, given in e for atoms 1 to 4:
1 C 0.263
2 C -0.609
3 C -1.341
4 O -0.100

---

Referenced to the most stable arrangement, the calculated values in kcal/mol are w 0.0; x 91.2.